[1]
{
  "formula": "C5H8N2",
  "method": "ωB97M-V with the def2-TZVPD basis set",
  "species": ["C", "N", "C", "C", "C", "C", "N", "H", "H", "H", "H", "H", "H", "H", "H"],
  "positions_angstrom": [[-1.1144, -1.6940, -0.6323], [0.3077, -0.2816, -1.6500], [0.3769, -1.2295, -0.5307], [0.6562, -0.3570, 0.6498], [0.4546, 0.8944, 0.2153], [0.3928, 2.2118, 0.9158], [0.2209, 0.8808, -1.2017], [-1.4073, -1.8447, -1.6791], [-1.7503, -0.8950, -0.2363], [-1.2737, -2.6150, -0.0806], [1.0616, -2.0703, -0.6901], [0.9580, -0.6599, 1.6482], [1.3528, 2.4649, 1.3760], [-0.3711, 2.2016, 1.7015], [0.1354, 2.9936, 0.1943]],
  "lowdin_charge": [-0.06, 0.01, -0.35, 0.00, -0.32, -0.05, 0.06, 0.08, 0.08, 0.07, 0.14, 0.12, 0.08, 0.08, 0.07],
  "smiles": "CC1=C[C@@H](C)N=N1",
  "e_lumo_ev": 0.4425,
  "mol_weight_g_mol": 96.1,
  "total_energy_ev": -8293.145,
  "de_lowest_kcal_mol": 42.7
}

[2]
{
  "formula": "C5H8N2",
  "method": "ωB97M-V with the def2-TZVPD basis set",
  "species": ["C", "N", "C", "C", "C", "C", "N", "H", "H", "H", "H", "H", "H", "H", "H"],
  "positions_angstrom": [[-2.5754, -0.5280, -0.0825], [-1.4073, -0.0890, 0.2392], [-0.2292, -0.8750, 0.0784], [0.7818, -0.0268, 0.0490], [2.2208, -0.3039, -0.1489], [0.1563, 1.3088, 0.2220], [-1.2244, 1.1812, 0.4340], [0.2011, 1.8022, -0.8182], [-3.3877, 0.1663, 0.0015], [-2.6491, -1.5727, -0.2727], [-0.2927, -1.9467, -0.0400], [2.5947, 0.2160, -1.0366], [2.4078, -1.3731, -0.2761], [2.8040, 0.0576, 0.7036], [0.5993, 1.9830, 0.9472]],
  "lowdin_charge": [0.00, -0.27, 0.01, -0.26, -0.04, -0.23, 0.02, 0.15, 0.07, 0.05, 0.13, 0.09, 0.08, 0.09, 0.11],
  "e_lumo_ev": 0.8912,
  "mol_weight_g_mol": 96.1,
  "total_energy_ev": -8291.758,
  "de_lowest_kcal_mol": 74.7
}

[3]
{
  "formula": "C5H8N2",
  "method": "ωB97M-V with the def2-TZVPD basis set",
  "species": ["N", "C", "C", "N", "C", "C", "C", "H", "H", "H", "H", "H", "H", "H", "H"],
  "positions_angstrom": [[2.3983, -0.3495, -0.7604], [1.0335, -0.5400, -0.5192], [-0.3759, 0.1308, 1.7747], [0.4950, 0.3342, 2.5096], [0.0723, 0.1564, -1.1357], [-1.2972, 0.4165, -0.5629], [-1.4952, -0.1416, 0.8581], [2.9735, -0.7626, -0.0398], [2.6103, 0.6404, -0.8156], [0.8082, -1.2772, 0.2506], [0.3594, 0.7575, -1.9971], [-1.4313, 1.5068, -0.5185], [-2.1183, 0.0536, -1.1956], [-1.6560, -1.2235, 0.8204], [-2.3766, 0.2981, 1.3314]],
  "lowdin_charge": [0.04, -0.25, -0.25, 0.15, -0.13, -0.21, -0.19, 0.08, 0.09, 0.11, 0.10, 0.11, 0.11, 0.12, 0.12],
  "smiles": "N#CCC/C=C/N",
  "e_lumo_ev": 0.9186,
  "mol_weight_g_mol": 96.1,
  "total_energy_ev": -8293.850,
  "de_lowest_kcal_mol": 26.4
}

[4]
{
  "formula": "C5H8N2",
  "method": "ωB97M-V with the def2-TZVPD basis set",
  "species": ["C", "N", "C", "N", "C", "C", "C", "H", "H", "H", "H", "H", "H", "H", "H"],
  "positions_angstrom": [[-2.2142, -0.2588, -0.4362], [-0.8672, -0.2168, 0.0831], [-0.4672, -0.3478, 1.3909], [0.7792, -0.0623, 1.6589], [1.3069, 0.2586, 0.4145], [2.5741, 0.2824, -0.0959], [0.2699, 0.3449, -0.6148], [-2.2383, -0.8562, -1.3539], [-2.8837, -0.7194, 0.2976], [-2.5903, 0.7482, -0.6722], [-1.1716, -0.7411, 2.1266], [2.8300, -0.4305, -0.8650], [1.1450, 0.0674, -1.4445], [3.4552, 0.5684, 0.4423], [0.0232, 1.3253, -1.0408]],
  "lowdin_charge": [-0.05, -0.14, -0.15, 0.10, -0.40, 0.01, -0.14, 0.09, 0.09, 0.09, 0.13, 0.04, 0.16, 0.04, 0.13],
  "smiles": "C=C1CN(C)C=N1",
  "e_lumo_ev": 0.7019,
  "mol_weight_g_mol": 96.1,
  "total_energy_ev": -8291.645,
  "de_lowest_kcal_mol": 77.3
}

[5]
{
  "formula": "C5H8N2",
  "method": "ωB97M-V with the def2-TZVPD basis set",
  "species": ["C", "C", "C", "C", "C", "N", "N", "H", "H", "H", "H", "H", "H", "H", "H"],
  "positions_angstrom": [[1.3387, 1.0289, 2.9750], [1.1421, -0.2760, 2.8042], [0.8461, 0.6302, 1.6903], [-0.8908, -0.7245, -2.4628], [-0.8368, 0.2786, -1.3192], [0.4905, 0.9017, 0.5272], [0.1794, -0.1155, -0.3647], [1.6505, 1.8205, 3.6149], [1.2003, -1.2491, 3.2337], [-1.1829, -1.7070, -2.0967], [-1.6149, -0.4035, -3.2066], [0.0857, -0.8076, -2.9316], [-0.5451, 1.2641, -1.6882], [-1.8337, 0.3703, -0.8556], [-0.0292, -1.0112, 0.0801]],
  "lowdin_charge": [0.06, 0.07, -0.32, -0.11, -0.30, 0.02, -0.11, 0.09, 0.08, 0.06, 0.07, 0.07, 0.11, 0.10, 0.12],
  "smiles": "CCNN=c1cc1",
  "e_lumo_ev": 1.0572,
  "mol_weight_g_mol": 96.1,
  "total_energy_ev": -8290.794,
  "de_lowest_kcal_mol": 96.9
}

[6]
{
  "formula": "C5H8N2",
  "method": "ωB97M-V with the def2-TZVPD basis set",
  "species": ["N", "C", "C", "N", "C", "C", "C", "H", "H", "H", "H", "H", "H", "H", "H"],
  "positions_angstrom": [[2.0668, -0.6078, -0.1546], [0.8054, -0.1638, 0.3533], [0.3960, 1.3291, 0.4735], [0.7040, 2.4808, 0.6942], [-0.4253, -0.4573, -0.5398], [-1.0833, 1.1759, 0.1191], [-1.3312, -1.4562, -0.2960], [2.7832, -0.5893, 0.5616], [2.3798, -0.0260, -0.9242], [0.6404, -0.6202, 1.3390], [-0.2609, -0.1910, -1.5873], [-1.7351, 1.0351, 0.9871], [-1.5209, 1.8192, -0.6454], [-1.9626, -1.8594, -1.0828], [-1.4564, -1.8690, 0.7022]],
  "lowdin_charge": [0.06, -0.33, -0.47, 0.22, -0.28, 0.02, 0.03, 0.08, 0.08, 0.15, 0.13, 0.09, 0.09, 0.06, 0.06],
  "e_lumo_ev": [-0.0287, -0.0565],
  "mol_weight_g_mol": 96.1,
  "total_energy_ev": -8290.008,
  "de_lowest_kcal_mol": 115.0
}

[7]
{
  "formula": "C5H8N2",
  "method": "ωB97M-V with the def2-TZVPD basis set",
  "species": ["C", "C", "C", "C", "C", "N", "N", "H", "H", "H", "H", "H", "H", "H", "H"],
  "positions_angstrom": [[-0.3597, -0.5128, 0.1036], [1.0110, -0.5910, 0.0674], [1.9822, 0.4406, 0.1264], [-3.0635, -0.2716, -0.3701], [3.3502, -0.0058, -0.0775], [-1.5140, -0.2991, 0.3628], [-3.9483, 0.5100, 0.0627], [1.2408, -1.6913, 0.1412], [1.8142, 1.4480, 0.1862], [-3.1309, -1.0098, -1.0559], [3.8145, 0.7484, -0.7832], [3.3600, -0.9850, -0.2044], [4.0313, 0.3580, 0.7718], [-4.8738, 0.6084, -0.1916], [-3.7140, 1.2530, 0.8605]],
  "lowdin_charge": [0.01, -0.01, 0.06, 0.19, 0.00, 0.25, 0.30, 0.17, 0.12, 0.13, 0.16, 0.04, 0.17, 0.15, 0.26],
  "smiles": "C/C=C/C#[N+]C=[NH2+]",
  "e_lumo_ev": [-10.4519, -10.4516],
  "mol_weight_g_mol": 96.1,
  "total_charge": 2,
  "total_energy_ev": -8272.108,
  "de_lowest_kcal_mol": 45.2
}

[8]
{
  "formula": "C5H8N2O",
  "method": "ωB97M-V with the def2-TZVPD basis set",
  "species": ["C", "C", "C", "C", "C", "H", "H", "H", "H", "H", "H", "H", "H", "N", "N", "O"],
  "positions_angstrom": [[-2.2444, 0.2170, -0.0129], [-0.2441, -1.0952, 0.2423], [1.1977, -0.7269, 0.4595], [1.1301, 0.4809, -0.7239], [0.0441, 1.2426, 0.1342], [-2.7164, 1.3247, 0.0182], [-0.0864, -1.0999, -0.9550], [-0.8250, -2.0369, 0.7752], [1.6412, -0.6094, 1.5006], [3.0680, -0.1611, 0.0844], [0.5586, -0.2897, -1.6179], [-0.5889, 1.8496, -0.5806], [0.5067, 1.9472, 1.0642], [-0.8898, 0.1229, 0.5984], [2.3808, -0.4675, -0.4806], [-2.9321, -0.6983, -0.5060]],
  "lowdin_charge": [-0.25, -0.25, -0.21, -0.14, -0.16, 0.16, 0.11, 0.18, 0.15, 0.02, 0.17, 0.10, 0.17, -0.12, 0.07, 0.01],
  "smiles": "O=CN1C[C@H]2N[C@@H]2C1",
  "e_lumo_ev": 0.7831,
  "mol_weight_g_mol": 112.1,
  "total_energy_ev": -10334.317,
  "de_lowest_kcal_mol": 193.9
}

[9]
{
  "formula": "C5H8N2O",
  "method": "ωB97M-V with the def2-TZVPD basis set",
  "species": ["C", "C", "C", "C", "C", "H", "H", "H", "H", "H", "H", "H", "H", "N", "N", "O"],
  "positions_angstrom": [[1.8615, -1.1195, 0.3790], [0.3919, -0.3636, -0.3472], [1.0155, 1.0120, -0.2752], [0.1689, 1.9379, 0.1773], [-0.9942, 0.0060, 0.2276], [2.7925, -0.8875, -0.6384], [1.8610, -2.3118, 0.3200], [2.0765, -1.2413, 1.6586], [0.3152, -0.6640, -1.3224], [2.1640, 1.0256, -0.9079], [0.2362, 2.9700, 0.5205], [-2.1588, -1.6987, 0.5897], [-3.3575, 1.1010, -0.7740], [-1.1031, 1.3239, 0.4328], [-1.9263, -0.8412, -0.0894], [-3.3433, -0.2487, 0.0494]],
  "lowdin_charge": [-0.10, -0.19, -0.18, -0.14, -0.41, 0.15, 0.03, 0.13, 0.09, 0.16, 0.10, 0.21, 0.34, 0.08, -0.03, -0.24],
  "e_lumo_ev": -0.6288,
  "mol_weight_g_mol": 112.1,
  "total_energy_ev": -10331.515,
  "de_lowest_kcal_mol": 258.5
}

[10]
{
  "formula": "C5H8N2O",
  "method": "ωB97M-V with the def2-TZVPD basis set",
  "species": ["C", "C", "C", "C", "C", "H", "H", "H", "H", "H", "H", "H", "H", "N", "N", "O"],
  "positions_angstrom": [[-1.6880, 1.1179, 0.2028], [-0.5640, 0.3441, -0.2990], [-0.5777, -1.0754, 0.0172], [0.8751, -1.6424, 0.2451], [0.9551, 0.7646, -0.2665], [-1.7570, 1.7490, -0.6078], [-2.5233, 0.2712, 0.0890], [-1.5767, 1.6322, 1.1152], [-1.3845, -1.5903, 0.6707], [0.9418, -1.4054, 1.5589], [1.2267, -2.8783, 0.0792], [2.5408, -0.7284, -0.5736], [1.1618, 2.7283, -0.4379], [1.5986, -0.4633, -0.4917], [1.6831, 1.8133, -0.1117], [-0.9120, -0.6371, -1.1898]],
  "lowdin_charge": [0.01, -0.43, -0.35, -0.08, -0.35, 0.06, 0.15, 0.08, 0.17, 0.17, 0.17, 0.10, 0.09, 0.03, 0.10, 0.07],
  "smiles": "[H]/N=C1/NC[C@@H]2O[C@]12C",
  "e_lumo_ev": 0.8754,
  "mol_weight_g_mol": 112.1,
  "total_energy_ev": -10337.809,
  "de_lowest_kcal_mol": 113.4
}

[11]
{
  "formula": "C5H8N2O",
  "method": "ωB97M-V with the def2-TZVPD basis set",
  "species": ["C", "C", "C", "N", "C", "C", "N", "O", "H", "H", "H", "H", "H", "H", "H", "H"],
  "positions_angstrom": [[-0.8846, -2.0664, 0.1813], [1.4436, -1.1850, -0.1353], [0.1207, -1.0163, -0.1804], [-1.4609, 0.7983, 0.0950], [0.9134, 1.1936, -0.3625], [1.0610, 2.2671, 0.4449], [-0.2225, 0.3254, -0.3901], [2.5246, -1.6414, -0.2838], [-2.2120, 0.1518, -0.1438], [-1.6760, 1.6727, -0.3861], [1.6137, 1.0617, -1.1862], [-1.6549, -2.1493, -0.5925], [-1.3806, -1.8317, 1.1293], [-0.3980, -3.0417, 0.2852], [1.8579, 2.9842, 0.2850], [0.3545, 2.4771, 1.2400]],
  "lowdin_charge": [-0.04, -0.15, -0.29, 0.06, -0.19, 0.04, -0.20, 0.14, 0.08, 0.09, 0.12, 0.08, 0.08, 0.09, 0.05, 0.05],
  "smiles": "C=CN(N)C(C)=C=O",
  "e_lumo_ev": 0.6384,
  "mol_weight_g_mol": 112.1,
  "total_energy_ev": -10338.601,
  "de_lowest_kcal_mol": 95.1
}

[12]
{
  "formula": "C5H8N2O",
  "method": "ωB97M-V with the def2-TZVPD basis set",
  "species": ["N", "C", "C", "N", "C", "C", "C", "O", "H", "H", "H", "H", "H", "H", "H", "H"],
  "positions_angstrom": [[-0.9573, -0.1908, 0.3116], [1.3390, 0.7071, -0.2231], [-0.3474, 0.9788, -0.0527], [1.9125, 0.5470, 0.9996], [-0.3670, -1.4124, 0.0224], [-0.9025, 2.0805, -0.5377], [-0.9988, -2.5339, -0.2813], [1.9363, 1.1850, -1.1655], [-1.9116, -0.1532, 0.6417], [1.4055, 0.1116, 1.7478], [2.8994, 0.7100, 1.1062], [0.7680, -1.0378, -0.2804], [-1.9651, 2.1506, -0.7186], [-0.2873, 2.9121, -0.8295], [-0.4481, -3.4512, -0.4206], [-2.0756, -2.6036, -0.3199]],
  "lowdin_charge": [-0.01, -0.50, -0.25, 0.15, -0.22, 0.05, 0.00, 0.06, 0.15, 0.10, 0.11, 0.15, 0.06, 0.06, 0.04, 0.05],
  "smiles": "C=CNC(=C)C(N)=O",
  "e_lumo_ev": 0.9130,
  "mol_weight_g_mol": 112.1,
  "total_energy_ev": -10340.034,
  "de_lowest_kcal_mol": 62.1
}